Record 1
Formula: C6H12N2O
Source: the OMol25 dataset
Level of theory: ωB97M-V/def2-TZVPD

The geometry in XYZ format:
```
21
Properties=species:S:1:pos:R:3:forces:R:3
C -0.560 -0.294 -0.230 0.9 0.8 -1.0
C -1.727 0.049 -1.124 -0.4 0.2 0.3
C 0.043 -1.638 -0.525 -0.2 -0.1 0.3
C 0.357 0.584 0.969 -0.3 0.2 1.7
N 1.406 0.023 1.710 -1.1 -0.4 -1.0
N 1.838 1.150 -0.960 -0.2 -0.3 0.2
C -1.061 0.224 1.507 2.6 0.2 0.6
C 0.558 1.143 -0.343 -0.8 -1.1 0.7
O -1.129 -0.632 2.437 0.0 0.5 -1.0
H 1.008 -0.653 2.378 0.0 0.4 -0.1
H 2.156 -0.397 1.173 0.0 0.1 0.0
H 2.613 1.197 -0.308 -0.2 0.0 0.0
H 1.956 1.866 -1.666 -0.2 -0.2 0.1
H -1.745 1.090 1.481 -0.3 -0.6 -0.8
H -0.101 1.948 -0.648 -0.1 -0.1 0.0
H -2.136 1.040 -0.908 0.0 -0.1 -0.1
H -2.530 -0.676 -0.952 0.0 0.1 0.0
H -1.460 -0.012 -2.183 0.1 0.1 0.0
H -0.758 -2.382 -0.603 0.0 0.1 0.0
H 0.695 -1.991 0.273 0.1 0.0 -0.1
H 0.579 -1.639 -1.478 0.1 0.1 0.1
```
Positions in Å, forces in eV/Å.

The calculation puts the energy above the lowest of the compared OMol25 structures with the same formula, charge and spin at 3.511 eV. Its spin multiplicity is 1. For the HOMO-LUMO gap, the calculation gives 0.300 hartree. Its HOMO energy is -7.551 eV. The calculation puts the total energy at -11441.160 eV. Its largest force on an atom is 2.69 eV/A.



Record 2
Formula: C6H12N2O
Source: the OMol25 dataset
Level of theory: ωB97M-V/def2-TZVPD

The geometry in XYZ format:
```
21
Properties=species:S:1:pos:R:3:forces:R:3
C 0.078 -0.565 -1.559 0.8 -0.1 1.2
C -1.326 -0.399 -1.379 -0.2 0.4 1.3
C 1.146 0.659 0.486 -0.5 0.2 0.3
C 2.601 0.330 0.160 -0.1 -0.1 -0.1
C 0.228 -0.525 0.136 1.2 -0.7 -2.2
C -1.524 0.243 0.638 -0.5 0.2 -0.6
N -2.124 -0.734 1.370 0.0 -0.1 -0.1
N -1.838 1.472 0.757 0.2 -0.1 0.1
O 0.316 -1.636 0.667 -0.5 0.5 0.1
H -1.559 -1.563 1.514 0.0 0.1 0.0
H -2.702 -0.426 2.137 0.1 0.0 0.0
H -1.338 2.073 0.108 -0.1 -0.1 -0.1
H 0.601 0.255 -2.041 0.0 -0.1 -0.1
H 0.441 -1.549 -1.827 0.0 0.0 -0.1
H -1.935 -1.276 -1.201 0.0 0.1 0.0
H -1.822 0.493 -1.734 -0.1 -0.1 0.0
H 1.020 0.830 1.556 0.1 0.1 0.0
H 0.826 1.562 -0.036 0.0 -0.1 0.0
H 2.899 -0.594 0.649 0.0 0.0 0.0
H 3.251 1.134 0.512 -0.1 0.0 0.0
H 2.761 0.215 -0.915 0.0 0.0 0.1
```
Positions in Å, forces in eV/Å.

The calculation puts the energy above the lowest of the compared OMol25 structures with the same formula, charge and spin at 3.895 eV. Its spin multiplicity is 1. For the HOMO-LUMO gap, the calculation gives 0.288 hartree. Its HOMO energy is -8.196 eV. The calculation puts the total energy at -11440.776 eV. Its largest force on an atom is 2.59 eV/A.



Record 3
Formula: C6H12N2O2S
Source: the OMol25 dataset
Level of theory: ωB97M-V/def2-TZVPD

The geometry in XYZ format:
```
23
Properties=species:S:1:pos:R:3:forces:R:3
C 1.908 2.159 0.198 1.7 2.7 0.6
C 0.330 -1.119 -0.448 -0.8 0.5 2.4
C -0.992 -0.463 0.068 -0.5 2.0 0.2
C -2.278 -1.250 -0.196 0.4 -2.2 -0.8
C -3.514 -0.640 0.499 1.4 -0.9 1.5
C -3.629 0.697 0.029 -0.9 3.2 -1.5
H 0.935 2.220 0.719 0.6 0.5 -0.3
H 2.217 3.246 -0.337 -1.1 -3.2 1.2
H 2.716 1.943 1.024 -1.5 0.7 -1.7
H 2.541 1.105 -1.514 -1.3 -0.5 1.3
H 0.341 -1.357 -1.461 0.1 0.4 -2.0
H 0.503 -2.086 -0.026 -0.5 -0.9 0.8
H -1.001 -0.304 1.161 0.7 -0.3 -0.2
H -1.219 0.614 -0.301 1.1 -1.7 0.1
H -2.509 -1.241 -1.291 0.3 -0.4 0.8
H -2.065 -2.331 0.172 -0.8 1.6 -0.7
H -3.332 -0.685 1.599 -0.3 0.3 -0.6
H -4.460 -1.127 0.318 -0.1 -0.5 -0.3
N 1.803 1.032 -0.755 1.8 2.1 -1.3
N -3.769 1.716 -0.519 0.4 -1.6 1.1
O 2.936 -1.173 -0.559 -1.3 0.7 1.2
O 1.829 -0.030 1.441 -0.1 -1.0 0.6
S 1.876 -0.369 0.056 0.5 -1.4 -2.3
```
Positions in Å, forces in eV/Å.

The calculation puts the energy above the lowest of the compared OMol25 structures with the same formula, charge and spin at 1.894 eV. Its spin multiplicity is 1. For the HOMO-LUMO gap, the calculation gives 0.405 hartree. Its HOMO energy is -10.362 eV. The calculation puts the total energy at -24325.074 eV. Its largest force on an atom is 3.64 eV/A.



Record 4
Formula: C6H12N2O3
Source: the OMol25 dataset
Level of theory: ωB97M-V/def2-TZVPD

The geometry in XYZ format:
```
23
Properties=species:S:1:pos:R:3:forces:R:3
C -0.193 -1.471 1.247 2.2 0.3 0.9
C -1.085 -1.412 -1.088 0.1 2.0 1.5
C 0.601 1.330 -1.529 3.5 -3.1 0.1
C 0.922 1.629 0.984 0.8 3.0 -1.6
C -0.848 -0.683 0.210 -4.2 0.4 -1.7
C 1.055 0.930 -0.331 -0.1 2.1 -0.2
N -1.632 0.271 0.624 1.4 -1.6 1.3
N 1.961 -0.204 -0.274 0.7 -0.3 1.4
O -2.647 0.744 -0.196 -0.9 1.0 1.2
O 2.028 -0.944 -1.210 0.2 -0.9 -1.3
O 2.560 -0.398 0.786 0.0 0.4 -0.8
H -0.976 -1.551 1.950 -0.4 -0.8 1.3
H 0.317 -2.443 0.991 -0.9 1.2 -0.1
H 0.564 -0.797 1.649 0.0 -0.7 0.7
H -2.044 -1.821 -0.966 -1.5 -0.6 -0.5
H -0.960 -0.747 -1.889 -0.4 0.7 -1.4
H -0.371 -2.145 -1.123 1.6 -2.0 -0.5
H -3.191 1.234 0.529 1.3 -1.1 -2.2
H 0.016 2.132 -1.786 -1.4 1.8 0.0
H 1.115 0.773 -2.345 -1.0 0.4 0.3
H 1.213 1.019 1.789 -0.4 -0.6 1.1
H 1.692 2.516 1.029 -1.4 -1.5 -0.3
H -0.097 2.039 0.948 0.5 -0.1 0.8
```
Positions in Å, forces in eV/Å.

The calculation puts the energy above the lowest of the compared OMol25 structures with the same formula, charge and spin at 8.030 eV. Its spin multiplicity is 1. For the HOMO-LUMO gap, the calculation gives 0.310 hartree. Its HOMO energy is -9.065 eV. The calculation puts the total energy at -15532.470 eV. Its largest force on an atom is 4.67 eV/A.



Record 5
Formula: C6H12N2O4
Source: the OMol25 dataset
Level of theory: ωB97M-V/def2-TZVPD

The geometry in XYZ format:
```
24
Properties=species:S:1:pos:R:3:forces:R:3
C 1.004 2.471 -0.089 3.7 -2.7 1.1
C -0.163 1.380 -0.115 -2.3 1.4 2.0
C 0.273 -0.013 -0.480 3.1 0.3 -1.9
C 0.465 -1.256 0.493 -5.7 -0.7 -6.5
C -0.988 -1.774 0.777 2.9 1.2 5.9
C -1.894 -1.990 -0.267 -3.9 -1.8 -6.8
H 1.612 3.996 1.067 -3.5 -1.1 -2.3
H 1.666 2.475 -1.197 -2.1 0.5 3.0
H 1.897 1.856 0.718 -2.7 1.7 -2.7
H -1.414 2.507 0.518 -0.9 4.2 1.3
H -0.110 -0.175 -1.589 -0.2 -0.7 2.7
H 1.591 0.910 -1.771 1.7 -3.7 4.5
H 0.899 -1.012 1.370 1.7 0.7 2.8
H 2.004 -1.589 -0.427 -1.4 -1.9 -1.0
H -0.716 -2.713 1.213 -0.5 -1.1 0.7
H -1.782 -0.025 0.917 0.8 -1.5 4.8
H -3.058 -1.780 -0.343 2.5 0.5 1.0
H -0.504 -3.042 -0.970 -3.0 1.4 -2.8
N -1.419 1.595 0.283 4.5 -4.5 -2.4
N -1.537 -2.604 -1.400 2.9 -0.7 5.3
O 0.725 3.720 0.510 2.8 0.2 1.1
O 1.739 0.077 -0.702 -1.0 5.1 -5.9
O 1.151 -2.161 -0.423 1.9 1.6 2.7
O -1.440 -0.853 1.908 -1.2 1.5 -6.8
```
Positions in Å, forces in eV/Å.

The calculation puts the energy above the lowest of the compared OMol25 structures with the same formula, charge and spin at 11.648 eV. Its spin multiplicity is 1. For the HOMO-LUMO gap, the calculation gives 0.323 hartree. Its HOMO energy is -9.523 eV. The calculation puts the total energy at -17576.063 eV. Its largest force on an atom is 8.66 eV/A.



Record 6
Formula: C6H12N2OPTb
Source: the OMol25 dataset
Level of theory: ωB97M-V/def2-TZVPD

The geometry in XYZ format:
```
23
Properties=species:S:1:pos:R:3:forces:R:3
C -0.347 -0.695 -2.492 0.9 -1.4 2.9
C -0.590 0.185 -3.468 -0.4 0.8 -1.8
C -0.374 1.589 -3.524 0.2 -0.1 0.1
C 0.208 2.346 -2.480 -0.2 1.1 -1.7
C 0.605 1.920 -1.279 0.8 -2.3 1.8
Tb -0.096 0.088 -0.459 -1.5 3.0 -2.7
P 0.210 -2.453 0.327 0.6 -0.2 -0.1
H -0.599 -1.743 -2.459 -0.3 -0.7 -1.4
H -0.965 -0.289 -4.366 -0.4 0.4 -0.7
H -0.583 2.096 -4.465 0.0 -0.1 0.2
H 1.146 2.377 -0.470 0.5 1.4 0.0
H 0.431 3.390 -2.661 -0.3 0.5 -0.7
H 1.464 -2.618 0.918 0.1 -0.7 0.2
H 0.158 -3.339 -0.711 0.1 -1.1 -0.3
H -0.655 -2.940 1.286 -0.2 -0.6 0.4
N 1.107 -0.406 3.483 -0.1 -0.1 0.5
C 0.002 0.016 2.873 -0.1 0.3 -1.6
N -1.111 0.404 3.489 0.1 -0.1 0.5
O -0.008 0.074 1.635 0.2 -0.2 2.1
H 1.122 -0.412 4.471 0.5 -0.2 0.8
H 1.909 -0.702 2.939 -0.4 0.2 0.2
H -1.908 0.700 2.940 0.4 -0.1 0.2
H -1.124 0.411 4.472 -0.5 0.2 1.1
```
Positions in Å, forces in eV/Å.

Its spin multiplicity is 7. For the HOMO-LUMO gap (spin up / spin down), the calculation gives 0.146 / 0.151 hartree. Its HOMO energy (spin up / spin down) is -4.600 / -4.605 eV. The calculation puts the total energy at -43160.693 eV. Its largest force on an atom is 4.32 eV/A.



Q: The highest spin multiplicity belongs to which entry?
A: C6H12N2OPTb